1.
Here is a 2-piece molecular cluster, CBrFN2O2 overall at a distorted geometry from the Open Molecules 2025 dataset. Energies are from ωB97M-V/def2-TZVPD.

ORCA input file:
```
! wB97M-V def2-TZVPD RIJCOSX def2/J DEFGRID3
* xyz 0 1
C -1.229 1.106 -0.220
N -0.500 1.959 -0.332
N 1.142 -0.697 0.272
O 0.768 -1.183 1.273
O 2.028 0.007 -0.048
F 0.244 -1.028 -0.860
Br -2.455 -0.163 -0.086
*
```

The LUMO energy is -0.41 eV. For the energy relative to the best compared isomer or geometry (same formula, charge and spin), the calculation gives 0.003 eV. The HOMO energy is -0.4216 Eh. As for the energy: -80866.639 eV.


2.
Here is a 12-piece molecular cluster, C4H32N2O12 overall at a distorted geometry from the Open Molecules 2025 dataset. Energies are from ωB97M-V/def2-TZVPD.

ORCA input file:
```
! wB97M-V def2-TZVPD RIJCOSX def2/J DEFGRID3
* xyz 0 1
N -1.177 -1.435 1.769
C 0.265 -3.214 -0.357
C -1.061 -2.467 -0.515
C -1.129 -1.144 0.313
C 0.126 -0.357 0.015
N 0.060 0.469 -1.057
O 1.154 -0.468 0.680
H -0.252 -1.681 2.100
H -1.632 -2.337 1.898
H 0.014 -4.270 -0.475
H 0.754 -3.032 0.588
H 0.943 -2.989 -1.179
H -1.263 -2.161 -1.547
H -1.920 -3.111 -0.331
H -2.012 -0.551 0.096
H -0.414 0.153 -1.888
H 0.672 1.261 -1.164
H 1.657 -0.742 2.304
H 2.144 -1.868 3.158
O 1.913 -0.935 3.235
H -1.268 2.174 2.273
H -1.452 0.680 2.029
O -1.926 1.529 1.993
H 0.245 4.042 -2.594
H -0.700 2.863 -2.012
O 0.154 3.114 -2.388
H 1.035 0.932 3.681
H 0.085 1.113 4.774
O 0.253 1.469 3.893
H 0.921 -1.917 -4.917
H 1.982 -2.839 -4.226
O 1.186 -2.320 -4.085
H -2.710 1.975 -0.386
H -1.133 2.506 -0.180
O -1.922 2.399 -0.710
H 2.597 -0.411 -1.137
H 1.856 -1.091 -2.277
O 2.738 -0.980 -1.904
H 4.902 1.379 -0.234
H 3.723 2.402 -0.166
O 4.053 1.617 -0.611
H -4.593 1.551 2.266
H -3.621 0.623 1.592
O -4.498 0.627 2.004
H -2.369 -2.817 -3.486
H -1.114 -2.575 -4.223
O -1.956 -2.135 -4.035
H 2.302 2.891 1.818
H 0.937 2.283 2.237
O 1.362 3.073 1.883
*
```

The LUMO energy is 0.25 eV. For the energy relative to the best compared isomer or geometry (same formula, charge and spin), the calculation gives 3.005 eV. The HOMO energy is -0.3734 Eh. As for the energy: -32218.040 eV.


3.
Here is one molecule with the formula CH3NO2S at a distorted geometry from the Open Molecules 2025 dataset. Energies are from ωB97M-V/def2-TZVPD.

ORCA input file:
```
! wB97M-V def2-TZVPD RIJCOSX def2/J DEFGRID3
* xyz 0 1
C -1.668 -0.288 1.013
N 1.740 0.263 -0.990
O -2.499 -1.058 0.472
O -0.433 -0.025 0.269
S 0.279 0.880 -1.251
H -1.794 0.195 2.070
H 1.756 -0.713 -0.686
H 2.619 0.745 -0.897
*
```

The LUMO energy is -0.54 eV. For the energy relative to the best compared isomer or geometry (same formula, charge and spin), the calculation gives 2.352 eV. The HOMO energy is -0.3207 Eh. As for the energy: -17503.118 eV.


4.
Here is a 2-piece molecular cluster, C4H12N2S overall at a distorted geometry from the Open Molecules 2025 dataset. Energies are from ωB97M-V/def2-TZVPD.

ORCA input file:
```
! wB97M-V def2-TZVPD RIJCOSX def2/J DEFGRID3
* xyz 0 1
C 2.300 0.207 -0.426
C -2.344 1.020 -0.047
C 1.434 -1.050 -0.351
C -0.899 0.743 -0.340
N 0.268 0.224 1.993
N -1.662 -2.292 -0.151
S -0.183 -0.523 0.718
H 1.988 1.143 -0.915
H 2.697 0.489 0.651
H 3.211 0.041 -0.842
H -2.792 0.132 -0.254
H -2.468 1.322 0.903
H -2.832 1.603 -0.846
H 1.753 -1.922 0.173
H 1.186 -1.359 -1.287
H -0.447 1.761 -0.178
H -0.941 0.450 -1.406
H 0.769 -0.362 2.655
H -2.068 -2.962 0.491
*
```

The LUMO energy (alpha / beta) is -0.49 / -0.47 eV. For the energy relative to the best compared isomer or geometry (same formula, charge and spin), the calculation gives 7.425 eV. The HOMO energy (alpha / beta) is -0.2879 / -0.2857 Eh. As for the energy: -18150.594 eV.


5.
Here is one molecule with the formula CH2ClNOS2 at a distorted geometry from the Open Molecules 2025 dataset. Energies are from ωB97M-V/def2-TZVPD.

ORCA input file:
```
! wB97M-V def2-TZVPD RIJCOSX def2/J DEFGRID3
* xyz 0 1
C 0.063 -0.368 -0.429
N -0.809 -0.459 -1.377
O 1.111 0.188 0.180
S 0.600 1.870 -2.460
S -0.614 0.400 -2.891
Cl -0.287 4.035 -2.265
H -0.287 -1.203 0.120
H 1.364 1.145 -0.052
*
```

The LUMO energy is -1.82 eV. For the energy relative to the best compared isomer or geometry (same formula, charge and spin), the calculation gives 0.978 eV. The HOMO energy is -0.3546 Eh. As for the energy: -38797.792 eV.


6.
Here is C9H9F3I2IrO7PrS2 as an isolated structure at a distorted geometry from the Open Molecules 2025 dataset. Energies are from ωB97M-V/def2-TZVPD.

ORCA input file:
```
! wB97M-V def2-TZVPD RIJCOSX def2/J DEFGRID3
* xyz 4 7
I 2.937 -2.590 0.190
I 2.014 1.799 1.065
Ir -0.447 1.706 -0.172
Pr 0.708 -0.967 1.431
S 0.933 0.467 -1.561
C -1.570 -1.930 0.035
C -1.577 -2.140 2.695
C 0.217 0.004 -3.177
C 0.712 1.025 -4.196
C -1.294 -0.049 -3.169
C 0.825 -1.365 -3.470
C -1.331 1.931 1.482
C -1.567 2.880 -1.126
O -2.478 -2.335 3.375
O -2.638 -2.209 -0.291
O -1.862 2.162 2.491
O -2.279 3.594 -1.722
H 0.414 0.682 -5.189
H 1.798 1.143 -4.174
H 0.256 1.998 -4.018
H -1.614 -0.342 -4.176
H -1.704 0.936 -2.940
H -1.668 -0.783 -2.452
H 0.512 -1.687 -4.471
H 0.511 -2.100 -2.725
H 1.921 -1.311 -3.433
F 1.869 0.586 6.594
C 1.161 0.712 5.449
F -0.044 1.248 5.749
F 1.826 1.551 4.610
S 0.927 -0.942 4.541
O 0.825 -1.995 5.507
O -0.306 -0.638 3.729
O 2.012 -1.041 3.520
*
```

The LUMO energy (alpha / beta) is -16.25 / -19.52 eV. For the energy relative to the best compared isomer or geometry (same formula, charge and spin), the calculation gives 0.223 eV. The HOMO energy (alpha / beta) is -0.8546 / -0.8517 Eh. As for the energy: -86692.378 eV.


7.
Here is one molecule with the formula C8H13N5 at a distorted geometry from the Open Molecules 2025 dataset. Energies are from ωB97M-V/def2-TZVPD.

ORCA input file:
```
! wB97M-V def2-TZVPD RIJCOSX def2/J DEFGRID3
* xyz 0 1
N -4.941 -4.429 -0.200
C -3.926 -4.031 -0.649
N -2.101 -2.548 -1.317
N -1.629 -0.407 -0.581
C -2.487 -1.467 -0.714
C -0.346 -0.611 -0.478
N -2.900 -3.646 -1.399
N 0.521 0.443 -0.234
C 1.962 0.120 -0.099
C 0.116 1.933 -0.154
C 2.802 1.323 0.307
C 0.671 2.483 1.190
C 2.122 2.062 1.483
H -3.513 -1.307 -0.283
H 0.005 -1.693 -0.578
H -2.571 -4.466 -1.938
H 2.197 -0.730 0.604
H 2.326 -0.293 -1.030
H -0.967 1.993 -0.248
H 0.844 2.444 -0.994
H 3.725 0.957 0.664
H 2.830 1.876 -0.503
H 0.673 3.528 1.087
H -0.032 2.120 1.980
H 1.974 1.372 2.386
H 2.643 2.975 1.698
*
```

The LUMO energy is 0.66 eV. For the energy relative to the best compared isomer or geometry (same formula, charge and spin), the calculation gives 3.125 eV. The HOMO energy is -0.2943 Eh. As for the energy: -15953.844 eV.


8.
Here is one molecule with the formula C4H8O3S at a distorted geometry from the Open Molecules 2025 dataset. Energies are from ωB97M-V/def2-TZVPD.

ORCA input file:
```
! wB97M-V def2-TZVPD RIJCOSX def2/J DEFGRID3
* xyz 0 1
C -0.578 -0.789 0.688
C -0.993 0.355 -0.249
C 0.526 0.698 -0.445
C 0.833 -0.763 0.032
H -1.331 -0.623 2.488
H -1.114 -1.717 0.607
H -1.453 -0.007 -1.168
H -1.508 1.402 1.200
H 0.791 1.413 0.305
H 2.264 1.686 -1.650
H 1.663 -0.919 0.714
H 1.329 -1.286 -1.763
O -0.501 -0.328 2.031
O -1.834 1.348 0.294
O 0.843 -1.679 -1.007
S 1.066 1.209 -2.076
*
```

The LUMO energy is 0.61 eV. For the energy relative to the best compared isomer or geometry (same formula, charge and spin), the calculation gives 1.447 eV. The HOMO energy is -0.3487 Eh. As for the energy: -21254.271 eV.


9.
Here is one molecule with the formula C4H6N6 at a distorted geometry from the Open Molecules 2025 dataset. Energies are from ωB97M-V/def2-TZVPD.

ORCA input file:
```
! wB97M-V def2-TZVPD RIJCOSX def2/J DEFGRID3
* xyz 0 1
C 1.656 -0.419 -2.414
C 0.839 0.246 -1.767
N 0.436 -0.751 3.089
N 1.470 -0.118 2.690
N -0.581 -0.754 2.159
C -0.133 -0.126 1.117
N 1.133 0.214 1.421
N -2.181 -0.361 -0.279
N -0.835 0.076 -0.101
C -0.244 0.981 -1.106
H 2.350 -1.060 -2.877
H 1.766 0.650 0.747
H -2.599 -0.542 0.640
H -2.186 -1.206 -0.846
H -1.049 1.277 -1.799
H 0.155 1.893 -0.673
*
```

The LUMO energy is 0.60 eV. For the energy relative to the best compared isomer or geometry (same formula, charge and spin), the calculation gives 1.865 eV. The HOMO energy is -0.3293 Eh. As for the energy: -13181.214 eV.


10.
Here is a 2-piece molecular cluster, C4H3N3 overall at a distorted geometry from the Open Molecules 2025 dataset. Energies are from ωB97M-V/def2-TZVPD.

ORCA input file:
```
! wB97M-V def2-TZVPD RIJCOSX def2/J DEFGRID3
* xyz 0 3
C 2.415 -1.366 2.583
C 1.568 -1.213 1.764
C -1.655 0.836 -0.887
C -0.077 -0.266 -0.103
N -1.204 0.263 0.250
N 0.273 -0.091 -1.350
N -0.746 0.623 -1.876
H 2.822 -1.292 3.520
H -2.536 1.386 -1.166
H -0.861 1.119 -2.735
*
```

The LUMO energy (alpha / beta) is 0.83 / -3.45 eV. For the energy relative to the best compared isomer or geometry (same formula, charge and spin), the calculation gives 4.501 eV. The HOMO energy (alpha / beta) is -0.3483 / -0.3697 Eh. As for the energy: -8657.374 eV.


11.
Here is a 2-piece molecular cluster, C6H11O3P overall at a distorted geometry from the Open Molecules 2025 dataset. Energies are from ωB97M-V/def2-TZVPD.

ORCA input file:
```
! wB97M-V def2-TZVPD RIJCOSX def2/J DEFGRID3
* xyz -2 1
C -1.123 -0.173 -0.755
C -0.105 0.167 0.049
C -1.514 0.771 -1.933
C -1.884 -1.491 -0.780
C 1.776 -1.089 1.002
C 0.287 -0.887 1.144
O 2.299 2.202 2.371
O 2.761 2.326 -0.115
O 0.750 3.639 0.965
P 1.789 2.569 1.001
H -1.038 0.336 -2.911
H -1.111 1.754 -1.836
H -2.637 0.809 -1.892
H -1.957 -1.872 0.235
H -2.899 -1.459 -1.159
H -1.337 -2.274 -1.327
H 1.815 -1.337 -0.094
H 2.242 -0.108 0.998
H 2.061 -1.710 1.816
H -0.326 -1.734 1.007
H 0.152 -0.440 2.212
*
```

The LUMO energy is 6.14 eV. The HOMO energy is 0.0316 Eh. As for the energy: -21829.986 eV.


12.
Here is C41H52AsGeN3O9STi as an isolated structure at a distorted geometry from the Open Molecules 2025 dataset. Energies are from ωB97M-V/def2-TZVPD.

ORCA input file:
```
! wB97M-V def2-TZVPD RIJCOSX def2/J DEFGRID3
* xyz 0 3
Ti -0.689 0.137 2.176
C -2.533 -0.809 -0.197
C -3.170 0.109 -1.237
O -2.201 1.041 -1.686
C -2.557 2.117 -2.564
C -3.159 3.301 -1.800
O -2.755 3.179 -0.427
C -2.811 4.181 0.543
C -2.256 3.620 1.849
O -2.208 2.181 1.875
C -3.612 1.779 1.969
C -3.751 0.333 1.703
O -2.506 -0.229 1.138
H -1.469 -1.036 -0.452
H -3.107 -1.721 -0.086
H -4.061 0.614 -0.818
H -3.577 -0.515 -2.053
H -3.192 1.774 -3.389
H -1.591 2.494 -3.043
H -4.269 3.197 -1.910
H -2.843 4.237 -2.228
H -3.819 4.603 0.627
H -2.169 5.028 0.236
H -2.923 3.969 2.653
H -1.217 3.975 2.072
H -4.111 2.421 1.218
H -4.001 2.007 2.983
H -4.050 -0.297 2.535
H -4.566 0.261 1.003
C 1.027 -3.755 4.949
As 1.230 -3.634 3.014
C 0.297 -5.103 2.256
C 3.125 -3.921 2.594
S 0.789 -1.523 2.021
H 1.983 -4.125 5.402
H 0.153 -4.369 5.175
H 0.915 -2.696 5.294
H 0.649 -5.972 2.775
H 0.502 -5.163 1.164
H -0.794 -4.951 2.448
H 3.823 -3.681 3.413
H 3.358 -3.243 1.724
H 3.254 -4.977 2.231
N 0.895 0.807 5.552
C 1.174 1.190 4.284
N 2.460 1.402 3.913
O 0.215 1.309 3.443
H 1.666 0.776 6.226
H -0.057 1.017 5.876
H 3.210 1.435 4.594
H 2.669 1.559 2.881
O 2.246 1.392 1.169
C 1.316 1.380 0.354
O 0.048 0.995 0.679
C 1.472 1.751 -1.101
C 1.212 0.477 -1.938
Ge 2.151 0.222 -3.711
C 3.912 -0.283 -3.193
C 4.254 -1.650 -3.227
C 5.555 -2.062 -2.965
C 6.515 -1.116 -2.548
C 6.137 0.235 -2.472
C 4.872 0.665 -2.802
C 1.565 -1.202 -4.957
C 0.517 -1.992 -4.603
C -0.107 -2.785 -5.543
C 0.356 -2.858 -6.859
C 1.533 -2.184 -7.151
C 2.144 -1.344 -6.208
C 1.989 1.693 -5.004
C 1.152 1.597 -6.126
C 1.244 2.491 -7.197
C 2.046 3.637 -7.043
C 2.820 3.819 -5.908
C 2.716 2.864 -4.891
H 2.462 2.250 -1.166
H 0.715 2.547 -1.348
H 0.168 0.326 -2.188
H 1.694 -0.394 -1.426
H 3.565 -2.423 -3.632
H 5.744 -3.117 -3.008
H 7.551 -1.403 -2.324
H 6.835 0.952 -2.058
H 4.606 1.697 -2.675
H 0.109 -1.991 -3.600
H -0.979 -3.403 -5.250
H -0.154 -3.504 -7.560
H 2.000 -2.191 -8.108
H 3.016 -0.728 -6.454
H 0.530 0.714 -6.151
H 0.729 2.285 -8.138
H 1.994 4.451 -7.768
H 3.515 4.662 -5.855
H 3.212 3.099 -3.958
O -2.564 -2.309 3.356
C -2.616 -1.408 4.175
N -2.002 -0.157 3.983
C -2.157 0.546 5.196
O -1.712 1.656 5.499
C -2.990 -0.222 6.098
C -3.561 0.062 7.316
C -4.506 -0.816 7.855
C -4.782 -2.034 7.266
C -4.109 -2.346 6.085
C -3.209 -1.450 5.536
H -3.315 0.957 7.821
H -5.015 -0.462 8.736
H -5.592 -2.710 7.584
H -4.213 -3.214 5.486
*
```

The LUMO energy (alpha / beta) is 0.03 / -0.37 eV. The HOMO energy (alpha / beta) is -0.1123 / -0.2601 Eh. As for the energy: -217561.825 eV.


Q: The lowest energy belongs to which entry?
A: C41H52AsGeN3O9STi